Entry 1:
37
Properties=species:S:1:pos:R:3:nbo_charge:R:1 method="wB97M-V/def2-TZVPD" lumo_energy_ev="0.38 / 0.37"
C -0.39302 0.13250 -2.21193 -0.411
C -1.20490 1.14198 -1.58061 -0.294
C -0.31774 2.06448 -0.93619 -0.346
C 1.03734 1.67035 -1.20084 -0.325
C 1.00461 0.46522 -1.98207 -0.342
Ga 0.02076 -0.33446 0.08466 0.502
P -0.07042 -2.55423 0.36456 -0.081
H -0.75088 -0.63296 -2.89621 0.232
H -2.27594 1.25478 -1.68232 0.229
H -0.61955 3.00012 -0.46342 0.218
H 1.85200 0.00312 -2.47287 0.232
H 1.92433 2.25468 -0.97292 0.224
H 1.17552 -3.08968 -0.12519 0.029
H -1.25412 -3.05981 -0.28122 0.042
H -0.16034 -2.75647 1.79144 0.034
C 0.26399 1.80819 2.24796 -0.066
N 0.14105 0.32778 2.02117 -0.623
C -1.11396 -0.12537 2.75406 -0.076
N -1.03466 0.15731 4.18327 -0.461
C -0.87478 1.61604 4.34807 -0.078
N 0.33943 2.12023 3.67819 -0.460
C 1.49823 1.42575 4.26960 -0.078
N 1.41249 -0.03929 4.10352 -0.461
C 1.35413 -0.32354 2.67437 -0.075
C 0.16293 -0.50970 4.73936 -0.078
H -0.61604 2.30648 1.82856 0.223
H 1.17684 2.16942 1.76435 0.221
H -1.25509 -1.20097 2.61834 0.206
H -1.96897 0.42674 2.34416 0.225
H -0.79224 1.82794 5.42201 0.202
H -1.74694 2.10786 3.89409 0.202
H 2.40917 1.77200 3.76091 0.202
H 1.52111 1.64086 5.34562 0.202
H 1.31265 -1.40788 2.53634 0.204
H 2.25744 0.08769 2.20732 0.224
H 0.21673 -0.27314 5.81106 0.204
H 0.07063 -1.59061 4.56070 0.198

Entry 2:
41
Properties=species:S:1:pos:R:3:nbo_charge:R:1 method="wB97M-V/def2-TZVPD" e_above_lowest_kj_mol=91.5 total_charge=+1 lumo_energy_ev=-3.99
Ir -0.46320 -0.63639 -0.67614 1.161
N -2.04003 0.32076 0.36742 -0.764
C -3.24853 -0.52054 0.14125 -0.334
C -3.16358 -1.25664 -1.19077 0.658
O -4.09143 -1.85188 -1.66283 -0.516
N -1.87520 -1.25347 -1.72777 -0.568
C -1.52530 -1.97053 -2.94927 -0.368
C -0.05790 -2.38871 -2.88196 0.776
O 0.41774 -3.19206 -3.62818 -0.552
O 0.65885 -1.73977 -1.95025 -0.797
H -1.82818 0.45323 1.35196 0.426
H -2.21642 1.24508 -0.01360 0.398
H -4.16881 0.05924 0.17873 0.239
H -3.29407 -1.28287 0.91859 0.244
H -1.61013 -1.28765 -3.79960 0.240
H -2.19378 -2.81012 -3.12635 0.264
C 1.66230 -2.28139 0.65299 -0.247
O 0.88472 -1.10601 0.98634 -0.544
C 1.67601 -0.16258 1.73398 -0.084
C 0.84986 0.68298 2.67092 -0.091
O -0.11738 1.48618 2.02481 -0.576
C -0.67922 2.42724 2.93315 -0.261
H 2.04502 -2.70940 1.57871 0.198
H 2.48421 -2.02596 -0.01446 0.192
H 1.00471 -2.98601 0.15888 0.228
H 2.28852 0.42907 1.04879 0.195
H 2.34174 -0.73637 2.38212 0.213
H 1.55812 1.32059 3.21451 0.198
H 0.35448 0.03445 3.40486 0.186
H 0.08239 3.12430 3.29255 0.192
H -1.13288 1.92597 3.79316 0.185
H -1.44528 2.98651 2.39823 0.196
N 2.02517 0.56647 -1.53020 -0.329
C 2.78728 1.66102 -1.67134 0.009
C 2.07007 2.72938 -1.17766 -0.325
C 0.84956 2.19141 -0.76032 0.017
N 0.83766 0.88382 -0.98435 -0.273
H 2.13227 -0.37527 -1.90005 0.471
H 3.76179 1.60567 -2.12552 0.252
H 2.37927 3.75808 -1.13846 0.259
H -0.00045 2.68215 -0.32285 0.233

Entry 3:
38
Properties=species:S:1:pos:R:3:nbo_charge:R:1 method="wB97M-V/def2-TZVPD" e_above_lowest_kj_mol=151.2 lumo_energy_ev=0.69
C 3.71297 -2.43190 1.27486 -0.622
C 3.46081 -0.93993 1.17149 -0.069
O 2.05617 -0.74118 1.01799 -0.476
C 1.65451 0.48646 0.74116 0.813
O 2.44585 1.43503 0.67526 -0.682
C 0.22465 0.63772 0.56261 -0.433
C -0.65873 -0.54749 0.56545 0.468
N -1.80518 -0.43563 1.31382 -0.821
N -0.26174 -1.57330 -0.06951 -0.537
C -1.02818 -2.79088 -0.14891 -0.242
C -1.87377 -2.81783 -1.43141 -0.428
C -0.98710 -2.77700 -2.67876 -0.055
O -0.27124 -1.57808 -2.80069 -0.747
C -0.25409 1.90437 0.32332 0.754
O 0.52069 2.96723 0.25167 -0.673
O -1.55921 2.10842 0.14736 -0.502
C -1.97882 3.43041 -0.19986 -0.069
C -3.47876 3.39314 -0.42721 -0.623
H 3.34882 -2.92859 0.38024 0.217
H 4.77750 -2.61889 1.38283 0.215
H 3.18797 -2.83920 2.13425 0.212
H 3.97898 -0.50529 0.30936 0.192
H 3.79944 -0.41287 2.07172 0.183
H -2.55112 -1.08204 1.11806 0.385
H -2.09891 0.49039 1.56931 0.400
H -1.67239 -2.96095 0.72640 0.166
H -0.30036 -3.60854 -0.18946 0.196
H -2.47752 -3.72715 -1.44891 0.207
H -2.54215 -1.95324 -1.44619 0.197
H -0.29556 -3.63502 -2.65279 0.145
H -1.60319 -2.86204 -3.57985 0.173
H 0.10831 -1.39512 -1.91972 0.493
H 1.47197 2.63324 0.38869 0.527
H -1.45064 3.74816 -1.10457 0.193
H -1.71621 4.11697 0.61272 0.188
H -3.71736 2.68639 -1.21719 0.219
H -3.82718 4.38008 -0.71615 0.221
H -3.99252 3.08821 0.48070 0.210

Entry 4:
38
Properties=species:S:1:pos:R:3:nbo_charge:R:1 method="wB97M-V/def2-TZVPD" smiles="CC(C)C[C@H](NC(=O)[C@@H](N)CCC(=O)O)C(=O)O" e_above_lowest_kj_mol=147.4 lumo_energy_ev=0.42
C -4.14153 -0.19203 0.08364 -0.613
C -2.89844 0.02019 -0.71773 -0.207
C -2.35371 -1.23826 -1.37136 -0.605
C -1.80288 0.70574 0.22202 -0.408
C -0.64979 1.26315 -0.56483 -0.160
N 0.34777 0.36610 -0.99128 -0.660
C 0.87038 -0.75170 -0.40410 0.677
O 1.23664 -1.61449 -1.16486 -0.604
C 0.88233 -0.71410 1.09510 -0.176
N 0.24557 -1.87726 1.69719 -0.815
C 2.39611 -0.70840 1.51090 -0.384
C 3.25550 0.44007 0.89923 -0.545
C 3.44426 0.37516 -0.65534 0.815
O 3.06332 1.20664 -1.44165 -0.605
O 4.05283 -0.68819 -1.19547 -0.650
C 0.06653 2.47777 0.14967 0.767
O -0.56234 3.18991 0.87976 -0.596
O 1.31158 2.79154 -0.17374 -0.680
H -3.78325 -0.45459 1.06461 0.199
H -4.88897 0.61908 0.18684 0.219
H -4.75632 -0.98417 -0.30424 0.209
H -3.20444 0.71483 -1.51909 0.193
H -1.65344 -0.91241 -2.15247 0.212
H -1.77442 -1.82506 -0.62373 0.194
H -3.19561 -1.72472 -1.84068 0.216
H -2.33664 1.57756 0.64200 0.257
H -1.48442 -0.02546 0.97223 0.194
H -0.99078 1.88320 -1.42536 0.245
H 0.54842 0.33111 -1.99738 0.414
H 0.47469 0.22979 1.58832 0.224
H -0.78177 -1.80310 1.43613 0.361
H 0.66045 -2.73706 1.22776 0.374
H 2.79505 -1.64875 1.09775 0.198
H 2.39080 -0.84489 2.60664 0.244
H 2.96272 1.46460 1.08921 0.257
H 4.20747 0.28344 1.41206 0.240
H 4.41031 -1.31007 -0.52830 0.487
H 1.63604 2.11483 -0.78948 0.515

Entry 5:
38
Properties=species:S:1:pos:R:3:nbo_charge:R:1 method="wB97M-V/def2-TZVPD" smiles="CC[C@H](C)[C@H](N)C(=O)N[C@@H](CCC(=O)O)C(=O)O" e_above_lowest_kj_mol=199.4 lumo_energy_ev=0.46
C 5.34356 -0.85234 1.60881 -0.601
C 4.76648 -0.58463 0.19213 -0.404
C 3.16375 -0.77055 0.13500 -0.178
C 2.79618 -2.19562 -0.25095 -0.614
C 2.58329 0.41298 -0.71288 -0.132
N 2.92513 1.71926 -0.20324 -0.885
C 1.10042 0.14577 -0.97761 0.670
O 0.77925 -0.96446 -1.48882 -0.652
N 0.24719 1.20576 -0.66288 -0.640
C -1.22742 1.18018 -0.60198 -0.137
C -1.81193 -0.12614 0.08252 -0.385
C -3.14899 -0.60269 -0.48835 -0.518
C -3.87799 -1.68240 0.31418 0.795
O -3.76486 -1.74410 1.56097 -0.631
O -4.63863 -2.53432 -0.32916 -0.659
C -1.82957 2.34388 0.19871 0.796
O -1.16838 3.26121 0.75466 -0.597
O -3.17713 2.16539 0.39402 -0.703
H 6.31510 -1.36191 1.52063 0.204
H 4.64187 -1.57518 2.08487 0.201
H 5.44063 0.02559 2.11200 0.200
H 4.87485 0.45797 -0.12302 0.220
H 5.19061 -1.34527 -0.40822 0.199
H 2.70267 -0.48697 1.09075 0.177
H 2.89037 -2.32860 -1.30383 0.217
H 1.77005 -2.24634 0.02860 0.226
H 3.32656 -3.02758 0.14017 0.209
H 2.98407 0.33905 -1.69798 0.213
H 2.73051 2.59875 -0.74241 0.398
H 2.89548 1.84004 0.81302 0.381
H 0.82760 1.89548 -0.15456 0.429
H -1.60496 1.30983 -1.64681 0.226
H -1.92846 0.16450 1.17323 0.229
H -1.14895 -0.89820 -0.09612 0.243
H -3.78436 0.24072 -0.65234 0.251
H -3.06016 -0.92030 -1.50969 0.229
H -5.06444 -3.10952 0.34813 0.507
H -3.59384 2.87230 0.95555 0.517

Entry 6:
36
Properties=species:S:1:pos:R:3:lowdin_charge:R:1 method="wB97M-V/def2-TZVPD" e_above_lowest_kj_mol=137.0 total_charge=+1 lumo_energy_ev="-4.40 / -4.40"
C 0.63506 0.23800 -3.56459 -0.171
C -0.05649 0.01073 -4.74998 -0.244
C -0.77284 -1.20823 -4.91472 -0.201
C -0.47437 -2.26473 -3.99180 -0.246
C 0.31891 -1.97862 -2.87669 -0.121
Pb -1.10720 -0.32183 -2.30205 1.287
P -0.28029 2.99384 -1.12354 0.646
H 1.35678 1.03083 -3.28575 0.075
H -0.07899 0.71474 -5.59668 0.136
H -1.43635 -1.36656 -5.79421 0.121
H 0.83626 -2.63699 -2.15232 0.088
H -0.90864 -3.24837 -4.23558 0.135
H -1.05704 3.82918 -0.27556 -0.141
H 0.12678 4.11122 -1.89129 -0.151
H 0.85263 3.09464 -0.28388 -0.146
C -2.19708 0.35117 1.03162 -0.073
N -1.08889 -0.03973 1.87197 -0.090
C -1.05118 0.54020 3.19878 -0.153
C -0.05070 -0.21431 4.03616 -0.150
C 1.28799 -0.41375 3.36533 -0.154
N 1.18260 -0.54408 1.92820 -0.080
C 2.44012 -0.79806 1.25442 -0.023
C 0.05120 -0.38478 1.19707 -0.444
O 0.05362 -0.52262 -0.05503 -0.180
H -2.48335 -0.50424 0.39826 0.065
H -1.94143 1.22890 0.40999 0.039
H -3.04222 0.60787 1.67855 0.100
H -0.80738 1.62574 3.18257 0.143
H -2.06044 0.42210 3.61345 0.130
H -0.45600 -1.19431 4.32361 0.127
H 0.13535 0.33795 4.95957 0.124
H 1.78055 -1.32143 3.74646 0.135
H 1.97074 0.42034 3.60657 0.134
H 3.17437 -0.04130 1.55806 0.099
H 2.84213 -1.77149 1.56176 0.100
H 2.30579 -0.78203 0.17126 0.084